# 1
47
Properties=species:S:1:pos:R:3 method="wB97M-V/def2-TZVPD" total_charge=-1 spin_multiplicity=1 max_force_ev_per_a=2.1 homo_lumo_gap_ev=6.90 homo_energy_ev=-4.64
Ir -0.37 1.07 0.36
N -0.11 0.95 -3.93
C -0.18 0.78 -2.58
S -0.75 2.09 -1.63
N 0.24 -0.37 -2.12
N 0.11 -0.50 -0.75
C 0.65 -1.56 -0.25
C 1.55 -2.42 -1.05
C 2.91 -2.19 -0.93
C 3.81 -2.95 -1.66
C 3.35 -3.94 -2.52
C 1.99 -4.17 -2.65
C 1.09 -3.41 -1.91
C 0.40 -1.91 1.17
C 1.12 -2.92 1.80
C 0.86 -3.16 3.14
C -0.10 -2.41 3.80
C -0.79 -1.45 3.08
N -0.55 -1.21 1.80
H -0.62 1.72 -4.33
H -0.02 0.11 -4.48
H 3.26 -1.41 -0.26
H 4.87 -2.76 -1.57
H 4.05 -4.52 -3.10
H 1.62 -4.93 -3.33
H 0.02 -3.58 -2.01
H 1.87 -3.48 1.27
H 1.42 -3.92 3.67
H -0.32 -2.57 4.85
H -1.55 -0.84 3.53
Cl -0.93 2.87 1.91
C -2.34 3.50 1.07
C -2.59 4.85 1.14
C -3.71 5.35 0.49
C -4.53 4.49 -0.21
C -4.25 3.13 -0.25
Cl -5.33 2.11 -1.15
C -3.14 2.57 0.38
S -2.75 0.87 0.34
H -1.91 5.50 1.69
H -3.93 6.41 0.52
H -5.40 4.86 -0.73
O 2.12 3.23 2.46
Se 2.29 1.93 1.52
O 3.80 1.42 1.30
O 1.49 2.12 0.06
O 1.29 0.67 2.07



# 2
68
Properties=species:S:1:pos:R:3 method="wB97M-V/def2-TZVPD" total_charge=-2 spin_multiplicity=3 max_force_ev_per_a=1.5 homo_lumo_gap_ev="4.81 / 5.45" homo_energy_ev="-0.99 / -1.63"
Pt 0.20 -1.97 -0.15
O 1.03 -4.66 -3.38
C 0.95 -3.87 -2.44
O -0.02 -3.68 -1.64
C 2.24 -2.91 -2.18
O 3.23 -3.06 -2.88
O 2.07 -2.05 -1.26
O -0.09 0.60 0.12
P 0.77 1.56 -0.61
C 2.31 1.95 0.27
C 2.39 3.02 1.15
C 3.55 3.23 1.89
C 4.62 2.35 1.75
C 4.52 1.26 0.90
C 3.37 1.06 0.15
C 1.29 1.04 -2.26
C 2.33 1.71 -2.91
C 2.67 1.36 -4.20
C 1.97 0.35 -4.85
C 0.92 -0.30 -4.21
C 0.56 0.06 -2.92
C -0.14 3.10 -0.92
C -1.53 2.95 -0.97
C -2.33 4.05 -1.21
C -1.77 5.30 -1.40
C -0.39 5.45 -1.36
C 0.43 4.35 -1.14
H 1.55 3.68 1.28
H 3.63 4.07 2.56
H 5.52 2.51 2.32
H 5.34 0.55 0.82
H 3.28 0.19 -0.50
H 2.88 2.48 -2.38
H 3.49 1.86 -4.71
H 2.25 0.07 -5.86
H 0.41 -1.10 -4.72
H -0.26 -0.43 -2.41
H -1.95 1.96 -0.82
H -3.41 3.93 -1.24
H -2.40 6.17 -1.56
H 0.06 6.43 -1.50
H 1.51 4.46 -1.13
S 1.68 -1.59 1.79
C 1.24 -2.73 3.05
C 2.14 -3.00 4.08
C 1.82 -3.89 5.10
C 0.59 -4.54 5.11
C -0.32 -4.26 4.10
C -0.01 -3.37 3.08
H 3.10 -2.49 4.07
H 2.54 -4.09 5.89
H 0.36 -5.24 5.90
H -1.29 -4.74 4.11
H -0.72 -3.16 2.30
Br -6.34 -2.22 3.58
C -5.75 -1.54 1.88
C -6.70 -0.96 1.05
C -6.28 -0.47 -0.18
C -4.95 -0.56 -0.55
C -4.01 -1.16 0.29
C -4.42 -1.64 1.53
C -2.59 -1.33 -0.19
O -2.28 -0.88 -1.29
O -1.83 -1.97 0.62
H -7.74 -0.92 1.35
H -7.00 0.00 -0.83
H -4.60 -0.20 -1.50
H -3.69 -2.09 2.19



# 3
11
Properties=species:S:1:pos:R:3 method="wB97M-V/def2-TZVPD" total_charge=0 smiles=Cn1cnnc1 spin_multiplicity=1 max_force_ev_per_a=1.3 homo_lumo_gap_ev=11.14 homo_energy_ev=-10.42
C -1.21 -0.16 -0.07
N 0.04 -0.20 0.74
C 0.62 1.06 0.56
N 1.54 1.08 -0.34
N 1.69 -0.25 -0.80
C 0.86 -0.96 -0.11
H -1.69 -1.14 -0.12
H -0.81 0.08 -1.08
H -1.90 0.56 0.37
H 0.24 1.93 1.09
H 0.63 -2.01 -0.25



# 4
30
Properties=species:S:1:pos:R:3 method="wB97M-V/def2-TZVPD" total_charge=+1 smiles="C=C[C@@H](N[n+]1ccccc1)C(C)C" spin_multiplicity=1 max_force_ev_per_a=5.2 homo_lumo_gap_ev=9.05 homo_energy_ev=-13.31
C -1.29 -2.36 1.27
C -1.18 -1.06 1.10
C 0.11 -0.32 0.75
N -0.38 0.87 -0.25
N -0.30 0.63 -1.54
C 0.30 1.52 -2.36
C 0.62 1.29 -3.68
C 0.10 0.12 -4.25
C -0.55 -0.81 -3.34
C -0.77 -0.52 -2.04
C 0.74 0.43 1.98
C 1.27 -0.55 3.03
C -0.16 1.40 2.54
H -2.15 -2.97 1.50
H -0.54 -2.84 0.83
H -2.11 -0.56 1.23
H 0.75 -0.91 0.19
H 0.10 1.65 0.02
H 0.78 2.38 -1.85
H 1.12 2.05 -4.18
H 0.52 -0.14 -5.15
H -0.85 -1.72 -3.77
H -1.16 -1.18 -1.20
H 1.70 0.88 1.49
H 0.38 -1.21 3.39
H 1.84 0.08 3.72
H 1.97 -1.28 2.56
H -0.74 0.96 3.35
H 0.49 2.24 2.95
H -0.62 1.92 1.70



# 5
9
Properties=species:S:1:pos:R:3 method="wB97M-V/def2-TZVPD" total_charge=0 spin_multiplicity=1 max_force_ev_per_a=1.4 homo_lumo_gap_ev=10.67 homo_energy_ev=-10.23
O -1.64 2.73 0.67
C -1.76 1.61 0.57
C -0.43 -1.25 -0.41
N 0.60 -0.70 -0.90
C 1.44 0.01 -0.04
O 1.11 0.97 0.62
H -0.67 -1.24 0.66
H -1.12 -1.77 -1.09
H 2.49 -0.35 -0.08



# 6
21
Properties=species:S:1:pos:R:3 method="wB97M-V/def2-TZVPD" total_charge=-1 smiles="N#C[N-]C1=CC=C[C@@H](c2nnn[nH]2)C1" spin_multiplicity=1 max_force_ev_per_a=3.9 homo_lumo_gap_ev=6.95 homo_energy_ev=-3.56
N -1.93 -3.33 -3.89
C -1.73 -2.58 -3.00
N -1.55 -2.00 -1.85
C -0.61 -1.15 -1.50
C 0.55 -0.61 -2.06
C 1.46 0.19 -1.32
C 1.40 0.57 -0.01
C 0.32 -0.11 0.82
C 0.11 0.84 2.00
N 0.41 0.55 3.26
N 0.22 1.64 3.99
N -0.17 2.65 3.27
N -0.26 2.16 1.96
C -0.86 -0.55 -0.04
H 0.70 -0.81 -3.03
H 2.18 0.46 -2.00
H 2.29 1.02 0.29
H 0.64 -0.92 1.46
H -0.27 2.77 1.18
H -1.45 -1.12 0.55
H -1.44 0.32 -0.07



# 7
24
Properties=species:S:1:pos:R:3 method="wB97M-V/def2-TZVPD" total_charge=0 smiles=CO.CO.CO.CO spin_multiplicity=1 max_force_ev_per_a=0.5 homo_lumo_gap_ev=10.26 homo_energy_ev=-9.81
C -32.97 5.03 6.70
O -32.76 4.97 8.10
H -32.23 5.66 6.19
H -32.95 4.03 6.25
H -33.95 5.46 6.51
H -31.81 4.87 8.25
C -26.59 1.06 7.46
O -25.26 0.67 7.75
H -26.96 1.88 8.09
H -26.62 1.39 6.43
H -27.29 0.22 7.58
H -25.14 0.61 8.70
C -28.97 4.14 9.91
O -30.12 4.12 9.09
H -28.31 3.28 9.71
H -28.38 5.05 9.77
H -29.24 4.08 10.96
H -29.84 3.86 8.20
C -29.58 3.80 5.31
O -29.64 3.03 6.52
H -29.65 4.85 5.59
H -28.63 3.64 4.80
H -30.41 3.57 4.65
H -29.52 2.10 6.28



# 8
10
Properties=species:S:1:pos:R:3 method="wB97M-V/def2-TZVPD" total_charge=+1 spin_multiplicity=1 max_force_ev_per_a=2.4 homo_lumo_gap_ev=10.07 homo_energy_ev=-14.59
O -0.79 1.10 3.18
H -0.40 -1.04 -0.04
H -0.13 1.49 3.79
H -1.50 1.08 3.84
C 1.16 0.36 -1.13
S -0.11 -0.89 -1.32
H 1.65 0.41 -2.12
H 0.88 1.39 -0.89
H 1.94 0.20 -0.36
H -1.04 -0.06 -1.79



# 9
12
Properties=species:S:1:pos:R:3 method="wB97M-V/def2-TZVPD" total_charge=0 smiles=N[C@H]1[C@H](O)[C@@H]1Cl spin_multiplicity=1 max_force_ev_per_a=7.0 homo_lumo_gap_ev=9.89 homo_energy_ev=-9.10
N -1.46 -1.13 -0.34
C -0.42 -0.20 -0.41
C 0.13 0.91 0.36
O 0.72 1.98 -0.36
C 0.91 -0.42 0.35
Cl 2.56 -0.60 -0.22
H -1.86 -1.44 0.70
H -0.86 -2.15 -0.55
H -0.25 -0.06 -1.44
H -0.27 1.53 1.22
H 0.01 2.47 -0.65
H 0.78 -0.89 1.36



# 10
165
Properties=species:S:1:pos:R:3 method="wB97M-V/def2-TZVPD" total_charge=0 smiles=COC[C@H](C)N.COC[C@H](C)N.COC[C@H](C)N.COC[C@H](C)N.COC[C@H](C)N.COC[C@H](C)N.COC[C@H](C)N.COC[C@H](C)N.COC[C@H](C)N.CCO.O spin_multiplicity=1 max_force_ev_per_a=3.7 homo_lumo_gap_ev=8.81 homo_energy_ev=-8.46
C -9.22 -8.31 14.61
O -10.03 -7.13 14.70
C -9.91 -6.36 13.49
C -10.99 -5.19 13.37
C -12.38 -5.69 13.53
N -10.79 -4.71 12.02
H -8.26 -8.11 14.13
H -9.74 -9.04 14.00
H -9.02 -8.73 15.60
H -8.87 -6.18 13.23
H -10.19 -7.01 12.66
H -10.71 -4.38 14.04
H -12.55 -6.09 14.53
H -12.83 -6.42 12.85
H -13.13 -4.92 13.33
H -11.37 -3.93 11.74
H -10.86 -5.50 11.40
C -9.33 -10.30 7.45
O -9.84 -9.66 8.62
C -11.28 -9.49 8.58
C -11.69 -8.52 9.70
C -13.16 -8.27 9.68
N -11.07 -7.17 9.40
H -9.79 -11.23 7.12
H -8.26 -10.34 7.67
H -9.58 -9.62 6.63
H -11.38 -9.01 7.61
H -11.78 -10.45 8.71
H -11.46 -8.82 10.72
H -13.77 -9.17 9.76
H -13.47 -7.85 8.72
H -13.59 -7.59 10.41
H -10.11 -7.41 9.22
H -11.50 -6.96 8.50
C -5.81 -10.58 13.59
O -5.46 -11.93 13.14
C -5.47 -12.19 11.80
C -5.00 -13.65 11.61
C -4.27 -13.84 10.28
N -5.97 -14.65 11.72
H -5.12 -10.05 14.26
H -6.79 -10.64 14.05
H -5.84 -9.94 12.71
H -6.47 -12.12 11.35
H -4.81 -11.45 11.35
H -4.18 -13.77 12.31
H -3.38 -13.23 10.14
H -4.94 -13.51 9.49
H -3.88 -14.80 9.94
H -6.79 -14.28 12.19
H -6.38 -14.78 10.80
C -14.93 -2.71 14.24
O -15.38 -1.39 14.47
C -14.45 -0.55 15.15
C -14.38 -0.85 16.60
C -15.60 -0.61 17.42
N -13.33 -0.11 17.26
H -14.21 -2.67 13.43
H -15.78 -3.20 13.77
H -14.67 -3.29 15.13
H -13.48 -0.80 14.72
H -14.71 0.48 14.92
H -14.01 -1.87 16.69
H -15.42 -0.77 18.49
H -16.43 -1.27 17.15
H -15.85 0.44 17.31
H -12.46 -0.35 16.80
H -13.16 -0.49 18.18
C -4.41 -2.76 12.97
O -5.13 -3.95 12.81
C -6.38 -3.74 12.15
C -7.23 -2.44 12.38
C -7.44 -2.34 13.91
N -8.53 -2.58 11.79
H -3.40 -3.11 13.19
H -4.78 -2.04 13.69
H -4.28 -2.18 12.05
H -6.15 -3.90 11.10
H -6.92 -4.62 12.50
H -6.80 -1.53 11.95
H -6.48 -2.42 14.43
H -7.98 -3.23 14.24
H -7.93 -1.50 14.39
H -9.10 -1.76 11.66
H -9.17 -3.33 12.02
C -9.18 -16.59 12.82
O -9.35 -15.45 13.72
C -9.32 -14.19 13.08
C -10.32 -13.19 13.80
C -11.79 -13.74 13.89
N -10.28 -11.86 13.23
H -9.05 -17.47 13.45
H -8.26 -16.28 12.32
H -9.96 -16.54 12.06
H -8.35 -13.73 13.23
H -9.44 -14.08 12.00
H -9.92 -13.11 14.81
H -12.06 -14.08 12.89
H -12.38 -12.87 14.17
H -11.82 -14.58 14.58
H -9.35 -11.52 13.09
H -10.85 -11.36 13.90
C -13.43 -2.27 20.21
O -12.84 -2.38 18.94
C -12.63 -3.74 18.41
C -11.34 -3.85 17.57
C -11.12 -2.82 16.46
N -11.10 -5.10 16.96
H -13.37 -1.26 20.62
H -12.89 -2.93 20.88
H -14.50 -2.49 20.23
H -12.68 -4.56 19.13
H -13.47 -3.81 17.73
H -10.58 -3.76 18.34
H -10.25 -3.03 15.85
H -10.92 -1.84 16.90
H -11.91 -2.72 15.72
H -10.52 -5.31 16.16
H -10.80 -5.68 17.74
C -13.51 -10.26 13.40
O -12.58 -10.44 14.49
C -12.78 -9.62 15.63
C -13.91 -10.12 16.43
C -14.15 -9.37 17.76
N -13.71 -11.51 16.77
H -13.15 -10.73 12.49
H -13.64 -9.22 13.12
H -14.50 -10.69 13.55
H -11.94 -9.74 16.31
H -12.76 -8.55 15.40
H -14.80 -9.93 15.82
H -15.18 -9.51 18.09
H -14.30 -8.30 17.62
H -13.47 -9.61 18.57
H -14.66 -11.84 16.76
H -13.29 -11.95 15.97
C -16.02 -5.40 15.82
O -16.80 -5.36 14.59
C -16.27 -6.21 13.63
C -17.53 -6.56 12.78
C -18.60 -7.43 13.54
N -17.14 -7.40 11.69
H -14.96 -5.64 15.73
H -16.40 -6.26 16.38
H -16.17 -4.50 16.41
H -15.55 -5.61 13.08
H -16.01 -7.16 14.09
H -18.07 -5.68 12.43
H -19.36 -6.70 13.84
H -18.25 -7.79 14.51
H -19.12 -8.21 12.98
H -17.95 -7.47 11.09
H -16.38 -7.03 11.14
C -7.57 -6.08 8.84
C -7.24 -6.97 10.05
O -7.84 -8.23 9.80
H -7.05 -6.40 7.94
H -7.17 -5.07 8.88
H -8.59 -5.99 8.48
H -7.59 -6.55 10.99
H -6.17 -6.99 10.26
H -7.51 -8.67 9.01
O -12.84 -4.61 9.75
H -12.65 -4.23 8.89
H -12.54 -5.51 9.69



# 11
55
Properties=species:S:1:pos:R:3 method="wB97M-V/def2-TZVPD" total_charge=-2 spin_multiplicity=2 max_force_ev_per_a=5.7 homo_lumo_gap_ev="5.12 / 4.75" homo_energy_ev="-1.56 / -1.67"
Ir -0.92 0.64 -2.25
C 4.01 -0.50 3.27
C 3.14 -1.18 2.21
C 3.81 -1.05 0.84
C 3.08 -2.70 2.46
C 1.71 -0.65 2.30
C 0.98 -0.95 3.45
C -0.38 -0.77 3.53
C -1.05 -0.29 2.42
S -2.76 -0.45 2.06
C -2.37 -0.08 0.38
N -1.13 0.43 0.20
C -0.34 0.17 1.30
C 1.06 0.03 1.27
C -3.12 -0.60 -0.67
C -4.31 -1.33 -0.44
C -4.96 -1.95 -1.47
C -4.54 -1.77 -2.78
C -3.42 -0.96 -3.04
C -2.62 -0.44 -2.02
H 4.95 -1.04 3.33
H 3.54 -0.52 4.26
H 4.20 0.54 3.02
H 4.89 -1.04 0.98
H 3.55 -0.14 0.31
H 3.57 -1.96 0.25
H 4.02 -3.18 2.20
H 2.33 -3.18 1.79
H 2.83 -2.94 3.49
H 1.48 -1.42 4.28
H -0.95 -1.08 4.39
H 1.58 0.36 0.38
H -4.65 -1.41 0.58
H -5.84 -2.55 -1.27
H -5.08 -2.22 -3.60
H -3.26 -0.66 -4.09
Cl 1.85 6.61 -0.73
C 0.69 5.39 -1.13
C -0.67 5.68 -1.07
Cl -1.18 7.27 -0.62
C -1.61 4.72 -1.38
Cl -3.31 5.08 -1.27
C -1.23 3.41 -1.73
O -2.07 2.49 -1.95
C 0.19 3.13 -1.84
O 0.56 1.96 -2.20
C 1.12 4.12 -1.50
Cl 2.81 3.75 -1.57
Te 1.33 -3.48 -0.91
Te 3.12 -5.29 -0.18
Te -1.24 -2.72 -0.37
Te 0.12 -1.39 -1.86
O -1.36 -2.23 -5.17
S -1.33 -1.55 -3.89
N -0.83 -0.12 -3.98



# 12
20
Properties=species:S:1:pos:R:3 method="wB97M-V/def2-TZVPD" total_charge=+1 spin_multiplicity=1 max_force_ev_per_a=3.4 homo_lumo_gap_ev=10.47 homo_energy_ev=-13.66
O -2.04 -0.11 0.12
C -1.47 -0.90 0.81
C -0.26 -1.73 0.46
C 0.91 -0.92 0.92
C 0.96 0.57 0.45
C 0.62 1.56 1.27
N 1.15 0.75 -1.01
H -1.86 -1.17 1.88
H -0.44 -2.07 -0.64
H -0.16 -2.67 1.09
H 0.86 -0.94 2.07
H 1.90 -1.43 0.78
H 0.43 2.59 1.13
H 0.44 1.44 2.33
H 0.23 0.66 -1.51
H 1.82 0.08 -1.37
H 1.53 1.67 -1.31
H -1.66 0.53 -3.19
H -1.82 1.09 -1.77
O -1.13 0.99 -2.51



no.,energy (eV)
1,-148981.2401
2,-142359.7308
3,-7660.3946
4,-14652.7469
5,-8743.2695
6,-17348.3497
7,-12595.6746
8,-14024.7456
9,-19265.1090
10,-77064.5198
11,-137002.4628
12,-10956.7945